Record 1
Formula: C25H31FN2O2
Source: the Open Molecules 2025 dataset
Level of theory: ωB97M-V/def2-TZVPD

```
61
Properties=species:S:1:pos:R:3:forces:R:3
C -2.054918 1.710166 -0.960029 3.452 -3.866 -1.910
O -1.116794 1.901826 0.024801 1.123 -2.351 -0.533
C -1.468294 2.526390 1.139413 9.118 -3.148 0.206
C -2.504015 3.207088 1.350427 -5.125 3.573 0.578
C -2.639377 3.965983 2.499015 1.392 -2.395 2.467
C -1.693881 3.689165 3.585402 -1.183 0.684 0.755
C -0.431791 2.958924 3.437380 -6.735 2.045 -6.265
C -0.335378 2.495421 1.998560 1.725 0.285 6.171
C 0.984404 1.813061 1.864086 -3.427 1.538 10.473
C 1.642674 1.565192 0.876842 1.824 -2.531 -10.484
C 2.861045 0.713629 0.698674 2.464 4.968 0.661
N 2.931673 -0.211712 -0.401900 1.401 -0.150 4.343
C 3.265083 0.494957 -1.595498 -2.652 -7.432 -2.021
H 2.569283 1.214822 -1.684967 -0.927 3.829 -0.381
C 2.550416 -0.620848 -2.650815 -0.242 -2.439 1.398
C 3.376352 -2.137493 -2.299186 -4.515 2.005 -1.354
C 3.403251 -2.398016 -0.785618 -3.112 -8.458 -4.214
C 3.856035 -1.379414 0.058253 -3.468 2.961 -1.156
H 3.528760 -1.590600 1.029168 0.355 -0.064 1.680
H 4.847279 -1.252237 -0.147635 3.050 1.114 0.249
H 2.299493 -2.703375 -0.681323 1.435 0.591 1.019
H 3.947405 -3.559106 -0.752821 -1.023 3.304 0.511
H 2.780166 -2.915792 -2.985594 1.582 1.301 1.941
H 4.348283 -2.067411 -2.610345 2.485 0.329 -1.487
C 0.879351 -0.711660 -2.507874 5.271 -0.644 8.390
H 0.840773 -1.017597 -1.192666 -0.056 0.785 -3.605
H 0.771902 0.329076 -2.327555 -1.907 1.030 -1.112
C 0.098244 -1.768782 -3.233083 6.847 0.397 1.055
C -1.088839 -1.817244 -2.634345 -11.726 5.771 -3.121
O -2.037390 -1.026562 -3.058394 2.135 -0.608 0.144
N -1.480635 -2.579152 -1.705799 4.633 -5.445 4.330
H -0.561161 -2.950708 -1.345437 -1.793 -0.534 0.604
C -2.645666 -2.578376 -0.845064 1.304 6.023 -3.015
C -2.429468 -1.608871 0.372383 -5.252 -0.925 -3.779
C -1.351371 -1.604239 1.190266 0.860 -1.661 -0.892
C -1.546597 -0.924401 2.296094 8.277 2.671 3.121
C -2.512688 0.074032 2.528997 9.053 -2.346 6.782
C -3.580303 -0.281895 2.040581 -12.438 1.931 -7.661
C -3.652496 -0.938869 0.708200 2.636 -0.900 2.472
H -4.532671 -1.111434 0.060505 0.577 0.454 0.799
H -4.428001 0.481629 2.297750 0.595 -2.033 -0.339
H -2.378959 0.315377 3.586393 -0.492 1.623 -0.453
H -0.369445 -0.850089 2.877783 -3.756 -0.175 -1.126
F -0.198351 -2.358034 0.938536 -1.556 0.865 0.321
H -3.388335 -2.246041 -1.660539 0.322 -0.118 2.022
H -2.866279 -3.464113 -0.459368 -0.657 -4.148 1.158
H 0.318922 -1.293358 -4.094289 -1.034 0.002 -4.281
H 0.698253 -2.612909 -2.988991 0.534 -1.128 -0.627
H 2.601396 -0.329788 -3.674157 1.061 0.107 -1.063
H 4.256494 0.325905 -1.871573 1.946 1.511 -0.421
H 3.694918 1.645787 0.541351 -1.295 -2.184 0.133
H 3.160068 0.433204 1.711498 -0.113 -1.018 -0.287
H 1.004471 1.872066 -0.087899 1.979 -0.806 1.619
H 1.512489 1.595604 3.059230 -1.554 0.340 -3.584
H 0.133451 3.036753 4.287607 2.184 -0.736 1.365
H -2.067712 4.010297 4.655311 1.087 -0.328 -2.220
H -3.626940 4.340054 2.645315 -0.232 0.842 0.628
H -3.194882 3.109807 0.547827 -1.210 0.729 -0.098
H -1.752657 1.013800 -1.818592 -0.029 1.153 1.429
H -2.268313 2.614036 -1.191122 -1.170 6.300 -3.434
H -2.958724 1.456073 -0.655167 -4.029 -2.493 2.101
```
Forces are in eV/Å.

Results
* frontier orbital gap: 0.31098 hartree
* relative energy (zero: lowest compared OMol25 entry of this formula, charge and spin): 419.1 kcal/mol
* highest occupied orbital energy: -0.2886 hartree
* E: -36203.2483 eV
* charge: 0

Record 2
Formula: C4H8N2
Source: the Open Molecules 2025 dataset
Level of theory: ωB97M-V/def2-TZVPD

```
14
Properties=species:S:1:pos:R:3:forces:R:3
C 1.805798 -0.826356 -0.172725 0.776 -0.751 -0.303
C 0.922760 0.350786 -0.152797 -1.035 0.467 2.210
C -1.327600 -0.617382 0.521689 -0.366 1.539 0.753
C -1.705032 0.558452 -0.341876 1.577 2.079 -0.044
H 2.648476 -0.512362 -0.765506 0.798 -0.163 0.096
H 2.112924 -1.155500 0.828182 0.045 0.274 -0.274
H 1.355084 -1.664664 -0.707372 -0.091 0.143 0.219
H 0.539820 2.176574 0.222877 0.645 -0.617 0.297
H -2.138178 -1.314186 0.379153 1.018 -1.588 -0.594
H -1.041894 -0.533898 1.612133 -0.381 0.487 -1.359
H -1.776402 1.585838 0.018028 0.309 -0.216 0.585
H -2.341958 0.531572 -1.255093 0.481 -0.888 0.812
N 1.321230 1.485732 0.287788 -1.048 0.174 -1.325
N -0.375024 -0.064605 -0.474486 -2.728 -0.939 -1.074
```
Forces are in eV/Å.

Results
* frontier orbital gap: 0.36908 hartree
* relative energy (zero: lowest compared OMol25 entry of this formula, charge and spin): 56.6 kcal/mol
* highest occupied orbital energy: -0.3301 hartree
* SMILES string: [H]/N=C(/C)N1CC1
* E: -7255.4225 eV
* charge: 0

Record 3
Formula: C28H12Cl67NO7S
Source: the Open Molecules 2025 dataset
Level of theory: ωB97M-V/def2-TZVPD

```
116
Properties=species:S:1:pos:R:3:forces:R:3
C 3.732779 3.767974 1.713776 0.213 -0.574 -0.140
C 2.388101 3.443754 1.150873 -0.122 0.598 0.921
O 1.392738 3.697397 1.751539 -0.143 -0.022 -0.359
O 2.255299 2.873402 -0.134874 -0.206 -0.396 -0.141
C 2.380185 1.520693 -0.123645 0.977 -0.036 0.237
O 3.017804 0.960661 0.734185 -0.549 -0.054 -0.079
C 1.710189 0.818788 -1.275377 -0.560 0.895 0.194
C 0.851918 -0.376249 -0.839756 0.638 -0.542 -0.482
C -0.043701 -0.077427 0.362609 -0.493 0.939 0.268
C -1.232108 0.767902 -0.045397 -0.458 -0.733 -0.340
Cl -1.209967 2.405394 0.486536 0.150 0.001 0.086
C -2.277551 0.339462 -0.768632 0.415 0.507 0.377
C -3.437093 1.227491 -1.095512 -0.313 -0.295 -0.130
Cl -2.319584 -1.283491 -1.380999 0.271 0.139 -0.261
O -0.555000 -1.281156 0.984259 0.652 -0.717 -0.500
S 0.580588 -2.018372 1.824737 0.588 0.139 2.445
O 0.183084 -3.338265 2.171363 -0.613 -0.123 -1.198
O 0.920530 -1.189043 2.941546 0.127 0.539 -0.496
C 2.086648 -2.013726 0.745293 -0.604 -0.174 -0.198
Cl 2.768697 -3.628219 0.880613 0.317 0.074 -0.053
C 1.644977 -1.701363 -0.679589 -0.904 -0.035 0.393
O 2.686222 -1.796412 -1.683257 0.137 0.767 0.557
C 3.874530 -1.455409 -1.278241 -0.712 -0.331 0.040
N 4.922877 -1.239384 -0.868981 0.645 0.323 0.004
H 3.794235 4.845132 1.842087 0.148 0.039 -0.152
H 4.569945 3.348845 1.164890 -0.025 0.172 -0.200
H 3.738644 3.328651 2.710220 0.005 0.009 0.051
H 2.477910 0.552249 -1.998639 0.000 -0.211 0.010
H 1.069746 1.545067 -1.777036 -0.030 -0.011 -0.005
H 0.170374 -0.586992 -1.661412 0.109 0.087 -0.181
H 0.468338 0.480697 1.150112 0.213 -0.069 -0.080
H -3.155876 1.950248 -1.862005 0.001 0.091 0.030
H -3.776011 1.759845 -0.208653 0.144 0.134 0.032
H -4.287042 0.656311 -1.459461 0.086 -0.071 -0.164
H 2.742658 -1.273319 1.193100 0.087 0.009 -0.057
H 0.935223 -2.487556 -0.943287 0.250 -0.184 -0.218
C 3.408926 8.221222 1.939046 0.017 0.069 -0.016
Cl 4.340794 7.768810 3.373396 -0.007 -0.008 0.025
Cl 2.181783 6.988641 1.628038 -0.104 0.030 0.008
Cl 2.625666 9.772900 2.220468 0.064 0.006 -0.274
Cl 4.489349 8.339154 0.545784 0.007 -0.025 0.017
C -3.497793 5.703412 1.435098 0.032 -0.048 -0.042
Cl -4.301314 7.272673 1.445505 0.011 0.004 0.019
Cl -3.814272 4.889102 -0.106210 -0.132 0.015 -0.028
Cl -1.756441 5.917286 1.604360 0.102 0.016 0.071
Cl -4.106358 4.714476 2.762612 0.138 -0.034 0.048
C -8.093959 6.286297 2.381671 -0.045 -0.074 -0.004
Cl -7.391239 6.456002 3.992600 0.057 0.098 0.033
Cl -7.897614 7.797320 1.488784 -0.011 -0.018 -0.003
Cl -7.276704 4.969966 1.534178 -0.133 0.048 -0.104
Cl -9.813819 5.912190 2.525807 -0.003 -0.001 0.025
C 3.142396 -5.760903 -3.104817 0.082 -0.036 0.089
Cl 2.751230 -6.874707 -1.794906 -0.059 -0.081 -0.127
Cl 3.262599 -4.136812 -2.428523 0.049 -0.727 -0.555
Cl 4.669729 -6.230683 -3.862265 -0.063 0.022 0.035
Cl 1.844412 -5.782071 -4.304562 0.242 0.031 0.139
C -1.466569 -4.493784 -6.212186 0.050 0.058 0.062
Cl -3.181256 -4.784939 -6.505110 0.017 -0.002 0.009
Cl -0.752633 -3.665626 -7.592671 -0.096 -0.181 -0.087
Cl -1.278837 -3.481172 -4.768905 -0.006 0.013 0.031
Cl -0.642670 -6.036891 -5.954572 -0.524 0.313 -0.319
C -6.276183 -2.742848 0.264195 -0.048 0.012 0.058
Cl -7.908295 -2.104777 0.036640 0.011 -0.002 -0.003
Cl -5.987340 -4.049007 -0.888903 0.007 0.002 -0.005
Cl -5.093934 -1.457178 -0.008079 -0.386 -0.150 0.219
Cl -6.106189 -3.358730 1.908949 0.004 0.008 -0.012
C 1.479002 0.116606 -7.945502 -0.028 -0.004 0.022
Cl 0.809505 1.742659 -7.774986 0.005 0.001 0.001
Cl 1.044799 -0.538330 -9.525071 -0.264 0.026 0.268
Cl 3.240557 0.187697 -7.807813 0.003 0.001 -0.005
Cl 0.829866 -0.927358 -6.678876 0.102 0.161 0.091
C 2.533061 -0.681545 -13.335505 0.049 -0.001 -0.007
Cl 3.282213 -0.696055 -11.738877 0.266 -0.024 -0.279
Cl 2.889333 0.847547 -14.142837 -0.010 -0.002 0.001
Cl 3.163128 -2.019446 -14.300033 -0.011 0.003 0.003
Cl 0.780942 -0.858756 -13.159058 -0.016 -0.001 0.006
C 0.256451 -10.443345 -6.396106 -0.010 -0.023 -0.013
Cl -0.074106 -11.558705 -5.068873 0.001 0.010 0.000
Cl 0.351261 -8.794050 -5.765616 0.200 -0.389 0.101
Cl 1.790381 -10.868791 -7.158647 -0.003 0.007 0.003
Cl -1.043247 -10.540160 -7.587935 0.000 0.003 0.001
C 5.162752 -9.376439 0.545140 -0.026 0.031 0.053
Cl 6.122006 -9.917814 1.923187 -0.338 0.107 0.102
Cl 3.915246 -10.578027 0.190147 -0.001 -0.015 -0.014
Cl 4.401069 -7.830368 0.921401 0.032 -0.036 0.164
Cl 6.200524 -9.177982 -0.873843 -0.004 -0.003 -0.015
C -10.486783 7.023994 7.056235 -0.060 -0.018 -0.033
Cl -9.303258 7.464994 8.291583 0.007 0.003 0.000
Cl -12.094889 6.940307 7.784373 0.010 0.005 -0.001
Cl -10.482739 8.242650 5.776226 0.002 0.001 -0.004
Cl -10.059306 5.453981 6.372895 -0.162 0.200 0.122
C 9.993398 -11.038632 1.904268 0.006 -0.001 -0.028
Cl 9.166900 -11.950955 3.174516 -0.009 -0.001 0.010
Cl 11.391217 -11.957599 1.335269 -0.010 0.001 0.013
Cl 8.876860 -10.758720 0.569610 0.375 -0.109 -0.165
Cl 10.532546 -9.487151 2.553690 -0.001 0.001 0.006
C -8.030962 1.941261 6.367211 0.015 -0.026 -0.004
Cl -7.356489 2.077876 7.992748 -0.004 0.004 -0.003
Cl -7.823696 3.475570 5.515301 0.205 -0.210 -0.126
Cl -7.196109 0.658652 5.485568 -0.006 0.006 0.001
Cl -9.753286 1.561423 6.472902 -0.006 0.006 -0.002
C 1.024738 11.494280 5.696026 0.020 -0.031 0.018
Cl 1.664211 9.894316 5.326656 -0.149 0.054 0.094
Cl 0.450049 12.254183 4.204940 0.000 0.008 -0.008
Cl -0.315514 11.348558 6.837112 -0.001 0.005 -0.006
Cl 2.298259 12.487974 6.410053 -0.098 0.081 -0.025
C 4.575859 8.908711 8.061535 -0.008 0.014 0.006
Cl 5.321684 9.064449 9.654404 0.010 -0.003 -0.010
Cl 4.905869 10.358942 7.109842 0.084 -0.086 0.021
Cl 5.247859 7.498810 7.231670 -0.005 -0.014 -0.008
Cl 2.831790 8.705081 8.245698 0.073 -0.051 0.143
C -0.731652 -8.067876 0.596610 0.058 0.121 0.000
Cl -1.542049 -8.916088 1.916429 0.002 -0.003 -0.009
Cl 0.623455 -9.042904 0.013801 0.018 -0.036 0.029
Cl -1.874300 -7.806972 -0.727490 -0.003 0.000 -0.013
Cl -0.132162 -6.509404 1.171590 -0.024 -0.009 -0.020
```
Forces are in eV/Å.

Results
* frontier orbital gap: 0.35573 hartree
* relative energy (zero: lowest compared OMol25 entry of this formula, charge and spin): 0.0 kcal/mol
* highest occupied orbital energy: -0.3606 hartree
* E: -894883.4311 eV
* charge: 0